1.
{"formula": "C12H33N3O6P", "method": "ωB97M-V/def2-TZVPD", "lumo_ha": 0.10104, "spin_multiplicity": 1, "gap_ev": 5.2, "molar_mass_da": 346.38, "homo_ev": -2.4, "total_charge": -1, "species": ["N", "P", "O", "O", "H", "H", "H", "C", "O", "C", "C", "N", "C", "C", "O", "C", "H", "H", "H", "H", "H", "H", "H", "H", "H", "H", "H", "H", "H", "H", "H", "C", "O", "C", "C", "N", "C", "C", "O", "C", "H", "H", "H", "H", "H", "H", "H", "H", "H", "H", "H", "H", "H", "H", "H"], "coordinates": [[-2.7250, 2.0352, 1.8095], [-3.3838, 0.4691, 1.2687], [-5.1063, 0.3442, 1.5620], [-2.5785, -0.8913, 2.0397], [-3.3667, 2.7527, 1.3592], [-5.1748, 0.1466, 2.5419], [-2.8481, -1.6784, 1.4498], [4.0203, -2.4600, 3.7630], [3.1505, -2.2852, 2.6500], [1.7858, -2.6065, 2.9406], [0.9200, -1.3345, 2.9789], [1.2310, -0.5158, 4.1548], [0.6596, 0.8352, 4.1090], [1.1131, 1.7642, 2.9611], [2.4808, 2.1646, 3.0443], [3.4084, 1.2222, 2.5242], [5.0499, -2.3952, 3.4018], [3.8706, -1.6701, 4.5007], [3.8772, -3.4402, 4.2284], [1.6816, -3.1935, 3.8603], [1.4333, -3.2331, 2.1112], [-0.1370, -1.6170, 3.0058], [1.1053, -0.7847, 2.0525], [2.2407, -0.4282, 4.2416], [0.9274, 1.3175, 5.0547], [-0.4341, 0.7561, 4.0956], [0.5284, 2.6853, 3.0459], [0.8832, 1.3561, 1.9705], [3.0033, 0.6572, 1.6803], [3.7441, 0.5516, 3.3174], [4.2889, 1.7691, 2.1785], [-2.0083, -1.5686, -5.6060], [-0.7991, -0.8178, -5.5912], [-0.9832, 0.5610, -5.9307], [-0.7851, 1.4598, -4.6971], [-1.8840, 1.2980, -3.7402], [-1.6238, 1.8975, -2.4261], [-0.4289, 1.3495, -1.6148], [-0.6053, 0.0097, -1.1546], [-0.2956, -0.9931, -2.1126], [-1.7497, -2.6286, -5.5421], [-2.6303, -1.3199, -4.7448], [-2.5668, -1.4032, -6.5326], [-1.9491, 0.7466, -6.4144], [-0.2000, 0.8061, -6.6596], [-0.7357, 2.5057, -5.0157], [0.1748, 1.1918, -4.2479], [-2.0634, 0.3061, -3.6041], [-2.5299, 1.7450, -1.8307], [-1.5074, 2.9810, -2.5487], [-0.3460, 1.9645, -0.7135], [0.5262, 1.4616, -2.1401], [0.5143, -0.6955, -2.7841], [-1.1914, -1.2603, -2.6764], [0.0187, -1.8903, -1.5741]]}

***

2.
{"formula": "C12H34Cl3O14", "method": "ωB97M-V/def2-TZVPD", "lumo_ha": 0.09708, "relative_energy_ev": 0.467, "spin_multiplicity": 1, "gap_ev": 10.1, "molar_mass_da": 508.75, "homo_ev": -7.5, "total_charge": -1, "species": ["Cl", "O", "O", "O", "O", "C", "C", "O", "O", "H", "H", "H", "H", "H", "H", "C", "C", "O", "O", "H", "H", "H", "H", "H", "H", "C", "C", "O", "O", "H", "H", "H", "H", "H", "H", "C", "C", "O", "O", "H", "H", "H", "H", "H", "H", "C", "C", "O", "O", "H", "H", "H", "H", "H", "H", "Cl", "C", "C", "Cl", "H", "H", "H", "H"], "coordinates": [[-0.9676, 0.4610, -0.4397], [-2.4325, 0.2718, -0.5383], [-0.8035, 1.0582, 0.8467], [-0.3518, -0.8307, -0.5114], [-0.5722, 1.3676, -1.4547], [0.1469, -1.1427, -4.2036], [-1.3676, -0.8053, -4.1759], [-1.9706, -1.5947, -3.1808], [0.7185, -0.8587, -5.4852], [0.2556, -2.2025, -3.9716], [0.6955, -0.5433, -3.4774], [-1.7433, -1.1647, -5.1352], [-1.6345, 0.2380, -4.0070], [-1.9099, -1.1216, -2.3462], [0.3212, -1.4134, -6.1608], [3.0377, 1.2158, 3.3526], [1.8621, 0.2784, 2.9305], [2.1368, -0.3480, 1.6786], [3.0617, 2.3704, 2.4894], [3.9672, 0.6672, 3.1905], [2.9911, 1.5444, 4.3905], [0.9122, 0.8131, 2.9221], [1.8040, -0.4434, 3.7471], [1.5147, -0.1671, 0.9687], [2.7198, 2.0686, 1.6411], [4.5089, 1.0242, -0.8775], [3.1067, 1.4511, -1.3945], [2.3257, 1.7764, -0.2155], [4.4262, -0.1351, -0.0459], [4.9123, 1.8595, -0.3027], [5.2518, 0.7150, -1.6129], [2.5253, 0.7785, -2.0255], [3.2698, 2.3481, -1.9946], [1.4360, 2.0429, -0.4663], [3.5845, 0.0241, 0.3965], [1.6027, -4.6950, -0.4614], [2.1203, -3.2984, 0.0629], [3.3089, -3.4528, 0.8202], [2.4558, -5.3686, -1.3439], [0.6290, -4.5987, -0.9411], [1.5207, -5.4131, 0.3570], [1.3532, -2.8764, 0.7138], [2.3233, -2.5922, -0.7434], [3.6613, -2.5865, 1.0404], [3.3155, -5.3260, -0.9155], [-3.4492, 3.5519, 0.9805], [-4.4416, 4.6928, 1.3653], [-5.7774, 4.3857, 0.9399], [-3.3607, 3.4551, -0.4649], [-3.7633, 2.5712, 1.3397], [-2.4708, 3.7045, 1.4387], [-4.1176, 5.6921, 1.0705], [-4.5146, 4.8158, 2.4464], [-5.8511, 4.2562, -0.0088], [-2.9547, 2.6192, -0.7087], [-3.0488, -3.3933, 2.8349], [-3.0279, -1.7359, 2.2192], [-4.2844, -0.8837, 2.1675], [-5.1396, -0.9197, 3.7385], [-2.4238, -1.7350, 1.3121], [-2.3105, -1.2584, 2.8883], [-4.9178, -1.3773, 1.4301], [-4.1758, 0.1633, 1.8908]]}

***

3.
{"formula": "C12H35ClN3O14P4S", "method": "ωB97M-V/def2-TZVPD", "lumo_ha": -0.11859, "spin_multiplicity": 1, "gap_ev": 8.3, "molar_mass_da": 636.84, "homo_ev": -11.6, "total_charge": 1, "species": ["N", "C", "N", "C", "C", "P", "O", "O", "S", "N", "Cl", "H", "H", "H", "H", "H", "H", "H", "H", "C", "O", "P", "O", "O", "C", "O", "C", "H", "H", "H", "H", "H", "H", "H", "H", "H", "C", "O", "P", "O", "O", "C", "O", "C", "H", "H", "H", "H", "H", "H", "H", "H", "H", "C", "O", "P", "O", "O", "C", "O", "C", "H", "H", "H", "H", "H", "H", "H", "H", "H"], "coordinates": [[0.4677, 1.1367, 0.4030], [-0.6113, 1.4602, -0.2771], [-0.7885, 2.5487, -1.0260], [-2.1704, 3.0375, -0.6868], [-2.7424, 1.8677, 0.1520], [-4.5627, 1.5918, 0.0956], [-5.1121, 2.4044, 1.3712], [-4.8439, 0.0754, 0.4403], [-5.4158, 2.2009, -1.5027], [-1.8302, 0.7900, -0.3372], [-1.8662, -0.7251, 0.4367], [0.9849, 0.2622, 0.3111], [0.7847, 1.7912, 1.1041], [-0.0447, 3.2237, -0.8349], [-1.9931, 3.8562, 0.0040], [-2.8001, 3.2853, -1.5313], [-2.5123, 1.9181, 1.2277], [-4.5179, 3.1364, 1.5807], [-5.7970, -0.0929, 0.3449], [-4.8276, -6.7221, 0.4217], [-6.1237, -6.1994, 0.7963], [-6.4928, -4.6145, 0.7476], [-7.4699, -4.4024, 1.8065], [-7.2047, -4.6440, -0.7148], [-6.5827, -5.2422, -1.8491], [-5.7878, -3.1544, 0.5361], [-4.4963, -3.0408, -0.0910], [-4.4955, -7.4012, 1.2038], [-4.9179, -7.2793, -0.5095], [-4.0800, -5.9378, 0.3003], [-7.0355, -6.2152, -2.0437], [-5.5065, -5.3716, -1.7202], [-6.7508, -4.6000, -2.7120], [-4.5505, -3.3074, -1.1493], [-3.7600, -3.6734, 0.4107], [-4.1871, -2.0079, -0.0014], [4.3145, -3.6997, -2.4499], [3.9028, -2.4109, -1.9208], [3.4383, -2.1834, -0.3793], [2.4820, -1.0725, -0.4471], [4.9030, -1.6445, 0.0918], [6.1042, -2.3729, -0.1603], [3.1430, -2.8710, 1.0680], [3.5770, -4.2254, 1.3337], [3.7856, -3.8676, -3.3848], [5.3834, -3.6788, -2.6509], [4.0912, -4.5204, -1.7696], [6.6405, -1.9163, -0.9930], [5.9194, -3.4232, -0.3900], [6.7290, -2.3203, 0.7289], [4.6658, -4.2776, 1.3780], [3.2046, -4.9150, 0.5762], [3.1715, -4.5164, 2.2975], [2.5082, 7.2507, 1.8498], [2.3500, 5.8238, 1.6186], [2.8991, 5.0695, 0.2813], [1.9771, 3.9385, 0.0929], [4.2668, 4.5632, 1.0033], [5.1447, 5.4527, 1.6946], [3.6198, 5.2261, -1.1632], [4.2820, 6.4626, -1.5242], [1.5457, 7.6560, 2.1522], [3.2219, 7.4055, 2.6559], [2.8469, 7.7812, 0.9611], [5.0034, 5.3433, 2.7703], [4.9879, 6.4966, 1.4196], [6.1687, 5.1820, 1.4471], [5.1730, 6.6125, -0.9130], [3.6117, 7.3151, -1.4171], [4.5778, 6.3820, -2.5649]]}

***

In order of appearance, electronic energy = -39020.9100 -79220.8485 -106655.2896 eV.